Entry 1:
Here is the molecule C3H4N2S2 at a distorted geometry from OMol25. Energies are from ωB97M-V/def2-TZVPD.

Computed properties:
* HOMO: -9.02 eV
* Kohn-Sham gap: 7.776 eV
* energy relative to the best compared isomer or geometry (same formula, charge and spin): 3.3603 eV

Last column: Löwdin charge in e.
Element x y z (Å)
C (1.998, -0.374, -0.155)  -0.01
N (1.101, 0.277, -0.854)  -0.14
N (0.309, 1.201, -0.349)  0.01
C (-0.769, 0.974, 0.292)  -0.28
C (-1.549, -0.213, 0.541)  -1.21
S (-2.759, -0.295, 1.702)  0.61
S (-1.470, -1.437, -0.637)  0.80
H (2.118, -0.199, 0.930)  0.08
H (2.701, -1.001, -0.866)  0.11
H (-1.269, 1.851, 0.674)  0.10
H (-0.412, -0.785, -1.277)  -0.09

Entry 2:
Here is a structure of composition C3H4N2S3 at a distorted geometry from OMol25. Energies are from ωB97M-V/def2-TZVPD.

Computed properties:
* HOMO: -8.94 eV
* Kohn-Sham gap: 7.902 eV
* energy relative to the best compared isomer or geometry (same formula, charge and spin): 3.7284 eV

Last column: Löwdin charge in e.
Element x y z (Å)
C (-1.608, 0.770, 0.941)  -0.43
C (-0.431, 1.162, 0.094)  -1.16
C (2.717, -1.297, -0.259)  -0.10
H (-1.977, -0.029, -1.510)  -0.10
H (-1.412, 1.214, 1.981)  0.13
H (3.765, -1.132, -0.698)  0.08
H (2.496, -2.053, 0.549)  0.07
N (-2.693, -0.014, 0.722)  -0.39
N (1.835, -0.299, -0.658)  -0.31
S (-3.182, -0.506, -0.867)  0.68
S (0.215, 2.581, -0.493)  0.64
S (0.274, -0.396, 0.196)  0.88